# 1
Density functional theory data (the ωB97M-V functional and the def2-TZVPD basis) for a cluster of 5 separate species, C5H20NO5 in total at a distorted geometry.

```
31
Properties=species:S:1:pos:R:3:forces:R:3
O -2.962604 -1.102193 -0.955688 0.396 1.203 0.567
O 2.668227 1.286114 2.520055 0.053 -0.157 -0.164
O -4.040001 0.053993 1.149827 0.225 0.395 0.431
O 0.427728 -1.135526 -3.477898 0.026 0.008 0.241
O -0.409657 -3.777227 -0.705279 0.621 0.370 -0.808
N -1.332001 1.080382 0.413071 0.323 -0.649 -1.482
C 2.536993 0.929521 0.089277 -1.391 -0.243 -0.829
C 0.269582 -0.115277 1.763639 0.198 -0.915 -0.300
C 0.074547 0.656669 0.717127 -0.584 0.658 0.498
C 1.036664 1.128104 -0.318412 1.016 -0.270 -0.194
C 2.939386 1.848665 1.228962 0.280 0.218 0.747
H -2.031484 1.178410 1.149421 0.105 0.139 0.203
H 1.151170 -0.734885 1.812369 0.458 0.637 0.319
H -4.515242 0.223803 1.969665 -0.219 -0.062 -0.093
H 0.765423 0.673104 -1.276917 0.374 -0.374 -0.066
H 3.993634 2.126607 1.176431 0.005 -0.099 -0.193
H 3.063099 1.109285 -0.848181 0.440 0.193 0.256
H 0.001403 -2.993010 -1.100099 -0.235 0.265 0.332
H -4.682871 -0.258278 0.504131 0.126 -0.046 0.125
H -1.704187 0.320101 -0.189411 -0.453 -0.057 0.285
H 1.138031 -1.354867 -4.091123 -0.087 0.023 -0.008
H -1.315428 1.850618 -0.256174 -0.200 0.547 0.591
H -0.361271 -1.036328 -4.018152 0.046 -0.039 -0.120
H -2.421312 -1.845686 -0.673808 -0.440 -0.625 -0.695
H -0.446149 -0.355170 2.529240 -0.565 0.080 -0.120
H 3.489575 1.000005 2.927728 0.035 0.010 -0.034
H 1.026732 2.194478 -0.566035 -0.803 0.211 0.541
H 0.022989 -4.425052 -1.282307 -0.414 -0.449 0.392
H -3.455845 -1.201567 -1.770643 0.396 -0.776 -0.158
H 2.377232 2.786848 1.235766 -0.021 -0.022 -0.429
H 2.695637 -0.111641 0.343420 0.289 -0.173 0.167
```
Positions in Å, forces in eV/Å.

Results
charge: +1
frontier orbital gap: 0.3819 hartree
calculated total energy: -17229.9526 eV
ΔE to the lowest compared entry with this formula, charge and spin: 150.8 kJ/mol
multiplicity: 1

Atomic partial charges in e from the Mulliken method, atoms 1 to 2: atom 1 (O): -0.640, atom 2 (O): -0.519

=====

# 2
Density functional theory data (the ωB97M-V functional and the def2-TZVPD basis) for the molecule C17H17N3O3 at a distorted geometry.

```
40
Properties=species:S:1:pos:R:3:forces:R:3
O 0.189576 -1.373602 -1.904749 -0.055 0.172 -0.118
O 0.768507 -1.240088 6.455448 0.097 -0.128 -0.311
O -1.048301 2.166613 -4.768514 0.016 -0.395 -0.764
N -0.952090 2.327435 -3.421737 0.087 0.188 1.161
N 0.118214 -0.608034 0.240104 -0.005 -0.114 -0.169
N -0.518905 0.207245 -3.947313 -0.008 -0.271 -0.546
C -0.040413 -0.376706 -1.048535 -0.098 0.487 0.281
C 0.546039 0.762094 -7.105702 -0.115 -0.047 -0.023
C -0.098369 0.359908 1.134363 -0.133 0.369 -0.542
C -0.769512 0.385344 -6.420109 0.116 0.239 -0.109
C -0.460138 0.711558 3.586705 0.130 -0.151 -0.326
C -0.634479 1.141930 -2.955179 -0.198 0.564 -1.063
C -0.778452 0.877619 -5.023223 -0.095 -0.158 0.515
C 1.059565 -1.524556 4.153762 -0.039 0.035 0.267
C -0.642578 1.895520 -0.614944 0.076 -0.433 -0.114
C -0.262925 0.336183 4.902905 0.043 -0.062 0.433
C 0.242113 -0.537355 7.554883 -0.095 0.126 0.180
C -0.470599 1.643286 0.732091 0.043 -0.134 0.116
C 0.095783 -0.013753 2.536850 0.009 -0.036 0.536
C -0.441492 0.883339 -1.548558 0.106 -0.162 0.643
C 0.505322 -0.784554 5.202135 0.010 -0.012 -0.199
C 0.594847 -2.604896 -1.341491 0.099 -0.350 0.203
C 0.853525 -1.146813 2.848864 -0.071 0.145 0.032
H -0.852503 -0.526709 7.538868 0.045 0.012 -0.008
H -0.885806 -0.697680 -6.396476 -0.094 0.082 0.042
H 1.385913 0.320457 -6.575046 0.089 -0.014 0.011
H 0.582884 -1.074593 8.438557 -0.050 0.074 -0.037
H -0.144935 -2.964978 -0.622923 0.089 -0.028 -0.062
H -1.607431 0.833226 -6.957101 -0.030 -0.103 0.004
H 0.670450 1.842384 -7.120498 0.056 0.063 -0.030
H -0.606528 2.432906 1.452271 -0.002 0.059 0.076
H 1.555249 -2.498787 -0.830989 -0.065 -0.058 -0.026
H 1.648794 -2.394152 4.399033 0.077 -0.101 0.017
H -1.078325 1.573113 3.385567 -0.055 0.082 -0.029
H 0.685337 -3.296907 -2.175928 -0.007 0.055 0.019
H -0.933095 2.871860 -0.971079 -0.025 0.100 0.004
H 0.615659 0.491080 7.591097 -0.026 -0.037 -0.012
H 0.547758 0.396555 -8.129122 0.058 -0.002 -0.092
H -0.717152 0.922781 5.686225 -0.025 0.019 0.084
H 1.278495 -1.718275 2.039488 0.047 -0.073 -0.043
```
Positions in Å, forces in eV/Å.

Results
frontier orbital gap: 0.2999 hartree
calculated total energy: -28516.7146 eV
ΔE to the lowest compared entry with this formula, charge and spin: 231.9 kJ/mol
multiplicity: 1

Atomic partial charges in e from the Mulliken method, atoms 1 to 2: atom 1 (O): -0.359, atom 2 (O): -0.456

=====

# 3
Density functional theory data (the ωB97M-V functional and the def2-TZVPD basis) for the ion C4H7N4O2 with charge -1 at a distorted geometry.

```
17
Properties=species:S:1:pos:R:3:forces:R:3
O -3.964098 -1.199197 1.673387 0.663 -0.419 0.847
O -2.365291 -2.685839 1.993590 -0.415 0.817 0.527
N 0.764089 1.386670 0.571850 -0.468 -0.829 -0.164
N -0.131848 -1.476114 -0.652216 -0.917 -0.202 0.575
N -2.873679 -1.708286 1.431264 -0.751 -1.544 0.299
N -2.334359 -1.296574 0.308243 -0.076 1.685 -2.314
C 1.488092 0.210718 0.258681 2.029 2.315 0.107
C -1.152473 -1.322368 -0.087620 -0.139 -0.529 1.134
C 0.747168 2.320016 -0.471060 -1.187 1.977 -0.709
C 1.048751 -0.728646 -0.933030 0.209 -0.583 -0.734
H 0.713575 -0.223679 -1.881403 1.150 0.170 0.846
H 1.784682 2.640671 -0.801532 -0.460 -0.521 -0.478
H 1.721446 -1.579977 -1.183403 0.497 1.206 0.041
H 0.292450 3.356302 -0.189605 0.504 -1.574 0.119
H 1.543274 -0.219676 1.246620 -0.042 -1.552 -0.082
H 2.681297 0.477680 0.066744 -1.872 -0.634 -0.371
H 0.036925 2.048299 -1.350509 1.275 0.217 0.355
```
Positions in Å, forces in eV/Å.

Results
charge: -1
frontier orbital gap (alpha / beta): 0.2025 / 0.2025 hartree
calculated total energy: -14310.8101 eV
ΔE to the lowest compared entry with this formula, charge and spin: 430.7 kJ/mol
multiplicity: 1

Atomic partial charges in e from the Mulliken method, atoms 1 to 2: atom 1 (O): -0.589, atom 2 (O): -0.584

=====

# 4
Density functional theory data (the ωB97M-V functional and the def2-TZVPD basis) for a structure of composition C21H33CrN6Se2Si at a distorted geometry.

```
64
Properties=species:S:1:pos:R:3:forces:R:3
Se 0.948332 -1.753729 -1.943594 0.331 -0.131 -0.273
Se -2.784616 -2.415476 -1.247188 0.168 0.215 0.017
Cr -0.694214 -0.971525 -0.285864 -0.089 -0.662 -2.487
Si -0.912027 1.453491 -0.384182 -0.212 0.960 0.018
N 1.355216 -0.015833 3.914869 -0.240 -0.552 0.184
N -1.014546 -0.979423 1.538456 -0.334 0.118 2.735
N -1.228815 -6.763590 -0.338131 0.074 -0.171 0.029
N 5.032869 -0.637797 0.141035 0.197 0.100 0.089
N -0.809125 -0.930761 3.988657 -0.691 -0.281 0.729
N 0.374682 -0.627392 5.928250 -0.177 0.183 -0.043
C -0.909433 -0.957132 2.693117 0.143 0.047 -0.622
C -1.068598 -5.767733 0.532432 0.008 0.003 0.002
C 0.319445 4.018169 0.311546 -0.019 -0.051 -0.038
C -1.125365 1.313070 -3.260912 -0.048 0.039 0.069
C -2.256463 -5.184735 -1.826220 0.089 -0.031 0.134
C -1.474197 -4.464980 0.304722 0.002 -0.182 -0.152
C 3.619029 -0.659978 -1.797782 -0.018 0.046 0.165
C 4.060103 -1.262795 0.800234 -0.087 0.019 0.053
C -1.814906 1.956931 -2.052758 0.169 0.057 0.017
C 1.583140 2.575951 -1.288177 -0.107 -0.065 0.016
C 2.839132 -1.601351 0.243496 0.104 0.122 -0.020
C 0.279114 -0.539202 4.569857 0.696 0.369 -0.309
C 1.434151 1.948977 1.105933 -0.140 -0.011 -0.019
C 4.794300 -0.343722 -1.135723 -0.056 -0.015 -0.078
C -1.805267 -6.451251 -1.498526 -0.015 0.021 0.004
C -2.106270 -4.148881 -0.901675 -0.064 0.133 0.048
C 0.664305 2.574224 -0.062037 -0.058 -0.097 -0.167
C -1.894603 3.468693 -2.283185 0.046 -0.093 0.105
C -3.246079 1.411898 -1.993406 0.054 0.003 0.133
C -2.124881 2.104833 0.967945 0.063 -0.203 -0.091
C 2.592538 -1.289991 -1.095948 -0.231 -0.125 -0.090
H 3.471536 -0.402159 -2.838064 0.068 0.035 -0.007
H -1.910755 -7.274072 -2.200514 -0.034 0.052 -0.043
H -0.253364 4.059609 1.240682 0.022 0.044 0.012
H 1.718048 0.921699 0.869215 0.083 -0.103 -0.054
H 0.828723 1.931019 2.019665 0.032 0.082 -0.033
H 1.237937 4.604632 0.448972 0.004 0.012 0.043
H 2.354013 2.512429 1.309602 -0.008 0.025 0.064
H -0.098492 1.664496 -3.383495 -0.003 -0.047 -0.015
H -2.473595 3.681174 -3.191347 -0.018 0.010 -0.004
H -0.593425 -6.043404 1.470586 0.011 0.082 0.004
H -0.272684 4.506070 -0.464447 0.053 0.022 0.065
H -1.097550 0.228417 -3.160318 0.050 -0.058 -0.042
H -2.978548 1.429323 1.065461 -0.006 0.018 0.000
H -1.629482 2.138509 1.943928 0.003 0.017 0.012
H -3.759972 1.605415 -2.943025 -0.012 0.010 -0.008
H -2.714926 -4.983316 -2.784760 -0.018 -0.050 -0.013
H 1.352351 -0.152503 2.910872 0.104 0.226 -0.043
H 1.735951 1.561452 -1.663665 0.046 -0.032 -0.032
H -2.505952 3.106502 0.749220 0.014 0.013 0.019
H -1.316236 -3.697054 1.050116 -0.034 -0.024 0.069
H 2.253786 -0.152098 4.350960 0.026 0.118 -0.042
H 4.276522 -1.497634 1.840621 -0.039 -0.046 -0.016
H -2.386143 3.971825 -1.445466 0.008 0.059 -0.044
H 2.076478 -2.102213 0.828608 0.042 -0.065 0.011
H -0.902409 3.906671 -2.412257 -0.056 0.036 -0.040
H 1.155482 3.173204 -2.097286 0.053 -0.026 -0.010
H -0.516709 -0.788624 6.372450 0.035 -0.087 0.006
H -1.678485 1.548466 -4.180235 0.006 0.035 -0.004
H 2.568217 2.993499 -1.041523 -0.009 0.043 0.006
H -3.253091 0.333334 -1.829728 -0.042 -0.060 0.003
H 0.924179 0.093988 6.368066 0.063 -0.067 0.032
H 5.588416 0.184668 -1.655397 0.001 -0.043 -0.025
H -3.826753 1.877733 -1.192737 -0.003 0.002 -0.029
```
Positions in Å, forces in eV/Å.

Results
charge: -1
frontier orbital gap (alpha / beta): 0.2056 / 0.2261 hartree
⟨S²⟩: 6.0706
calculated total energy: -198247.8079 eV
ΔE to the lowest compared entry with this formula, charge and spin: 56.0 kJ/mol
multiplicity: 5

Atomic partial charges in e from the Mulliken method, atoms 1 to 2: atom 1 (Se): -0.329, atom 2 (Se): -0.528

=====

# 5
Density functional theory data (the ωB97M-V functional and the def2-TZVPD basis) for the molecule C5H5NO2S at a distorted geometry.

```
14
Properties=species:S:1:pos:R:3:forces:R:3
S 2.545248 -0.642840 -0.357109 0.561 0.619 0.086
O -2.048616 -0.405684 0.699219 -1.988 1.270 1.180
O -1.789938 -1.484457 -1.326772 -1.714 -0.162 -1.192
N -1.319780 -0.936876 -0.090909 1.251 -2.339 -1.148
C 1.147794 -1.546913 0.124281 -1.006 2.519 -1.293
C -0.366030 1.852794 0.621265 -2.293 0.093 -1.924
C 1.879426 1.005624 -0.238870 2.734 0.875 -1.013
C -0.090582 -1.194865 -0.013571 0.183 0.497 -0.059
C 0.653315 1.249008 0.045119 -1.556 1.874 1.511
H -0.352474 2.247315 1.626513 0.196 -0.448 0.264
H -1.408755 1.999923 0.093083 2.390 -0.182 0.857
H 1.309001 -2.402261 0.621343 0.968 -3.226 1.579
H -2.791565 -1.633837 -1.380994 1.819 0.710 1.102
H 2.632958 1.893064 -0.422600 -1.545 -2.099 0.049
```
Positions in Å, forces in eV/Å.

Results
frontier orbital gap: 0.3229 hartree
calculated total energy: -21678.2810 eV
ΔE to the lowest compared entry with this formula, charge and spin: 757.9 kJ/mol
multiplicity: 1

Atomic partial charges in e from the Mulliken method, atoms 1 to 2: atom 1 (S): -0.161, atom 2 (O): -0.630

=====

# 6
Density functional theory data (the ωB97M-V functional and the def2-TZVPD basis) for a cluster of 2 separate species, C4H12N2O in total at a distorted geometry.

```
19
Properties=species:S:1:pos:R:3:forces:R:3
O -0.076608 -0.794210 -1.378566 0.075 0.379 0.310
N 1.867133 -2.157437 -0.772948 -0.791 1.010 1.296
N -0.444806 -0.448805 1.961703 0.797 2.569 -0.515
C -0.238826 0.667958 1.165755 0.837 -2.551 1.222
C 1.352902 -0.980145 -1.422909 1.625 1.079 -0.464
C -1.307372 1.302759 0.638383 -2.014 2.105 -0.759
C -1.328397 2.635731 -0.057502 0.859 -0.872 0.475
H -1.385182 -0.594947 2.334690 0.310 -0.131 -0.235
H 1.484413 -2.094492 0.183797 0.609 -0.512 -0.452
H -1.276315 2.446922 -1.136935 -0.342 0.005 -0.117
H 0.758295 0.938598 0.801815 -0.005 -0.188 0.842
H -2.278758 0.864838 0.798260 -0.312 -0.255 0.100
H -0.364410 -0.282528 -0.587335 0.689 -0.955 -1.274
H -2.259221 3.170205 0.195206 0.565 -0.109 -0.214
H 1.905722 -0.104516 -0.937117 -0.906 -0.835 -0.409
H 1.537883 -3.029468 -1.141390 -0.240 -0.287 -0.530
H 1.737147 -0.939727 -2.485053 -1.025 -0.233 0.986
H -0.396183 3.181214 0.162178 -0.560 0.116 0.065
H 0.323347 -0.716545 2.576756 -0.171 -0.337 -0.329
```
Positions in Å, forces in eV/Å.

Results
charge: +1
frontier orbital gap (alpha / beta): 0.3259 / 0.1922 hartree
⟨S²⟩: 0.7610
calculated total energy: -9361.0093 eV
ΔE to the lowest compared entry with this formula, charge and spin: 135.9 kJ/mol
multiplicity: 2

Atomic partial charges in e from the Mulliken method, atoms 1 to 2: atom 1 (O): -0.521, atom 2 (N): -0.486